(w)
{"formula": "C2H5BrN2O", "method": "ωB97M-V/def2-TZVPD", "lumo_ev": [-0.238, -0.387], "orbital_gap_ev": [8.351, 7.714], "species": ["C", "C", "N", "N", "O", "Br", "H", "H", "H", "H", "H"], "positions_angstrom": [[-0.00018, 1.11416, 0.43823], [-0.78130, -1.49289, -0.52490], [0.40578, 2.08206, 1.30035], [-0.47820, -1.15277, 0.74850], [-0.00443, 1.13874, -0.75888], [1.12566, -1.72289, 1.41899], [-1.73311, -1.23343, -0.69967], [-0.35351, -0.87274, -1.31219], [-0.39230, -2.42585, -0.86749], [1.06404, 2.55036, 0.72255], [0.68653, 1.66716, 2.19331]]}

(x)
{"formula": "C2H5BrN2O", "method": "ωB97M-V/def2-TZVPD", "smiles": "CN(Br)C(N)=O", "lumo_ev": 0.624, "orbital_gap_ev": 9.816, "species": ["C", "N", "Br", "C", "N", "O", "H", "H", "H", "H", "H"], "positions_angstrom": [[0.77419, -0.29617, 1.24461], [-0.52237, 0.07677, 0.90239], [-1.95729, -0.94727, 1.41588], [-0.67378, 0.15407, -0.66277], [0.30950, 0.48532, -1.71099], [-1.75602, -0.11360, -1.07270], [1.16316, -0.88637, 0.49991], [1.22867, 0.62094, 1.31061], [0.75838, -0.91885, 2.21768], [-0.33603, 0.54338, -2.52941], [1.01160, 1.28178, -1.61520]]}

Which structure is the least stable? The one labeled (w).

(w)
{"formula": "C2H4ClFO2", "method": "ωB97M-V/def2-TZVPD", "lumo_ev": 0.722, "orbital_gap_ev": 8.512, "species": ["C", "C", "O", "O", "F", "Cl", "H", "H", "H", "H"], "positions_angstrom": [[-1.11655, -0.15752, 0.00830], [1.13401, 0.19788, 0.32125], [-1.16036, -1.54281, 0.08617], [1.25795, 1.40746, -0.29569], [-1.43041, 0.33201, -1.28180], [1.84265, -1.13318, -0.47837], [-1.60636, 0.29145, 0.87799], [0.94222, 0.30572, 1.35917], [-1.39683, -1.97500, -0.75294], [1.16383, 1.24052, -1.24862]]}

(x)
{"formula": "C2H4ClFO2", "method": "ωB97M-V/def2-TZVPD", "smiles": "CO[C@](O)(F)Cl", "lumo_ev": 0.774, "orbital_gap_ev": 11.912, "species": ["C", "O", "C", "O", "F", "Cl", "H", "H", "H", "H"], "positions_angstrom": [[-0.45636, -0.79986, -0.41526], [0.89858, -0.87605, 0.08068], [1.69702, 0.24199, -0.02496], [1.44660, 1.23550, 0.91557], [1.73521, 0.89459, -1.23592], [3.31781, -0.50475, 0.11820], [-1.04221, 0.16651, -0.29600], [-0.98762, -1.75506, -0.10330], [-0.36972, -0.86516, -1.50609], [2.14358, 1.66183, 1.26771]]}

Which structure is the least stable? The one labeled (w).

(w)
{"formula": "C3H12N2O2", "method": "ωB97M-V/def2-TZVPD", "spin_multiplicity": 2, "charge": 1, "lumo_ev": [-3.160, -8.549], "orbital_gap_ev": [10.750, 5.361], "s2": 0.76, "species": ["N", "C", "C", "O", "C", "N", "H", "H", "H", "H", "H", "H", "H", "H", "H", "H", "H", "H", "O"], "positions_angstrom": [[-0.75559, -0.21815, 1.18197], [-1.01647, 0.59450, 0.07884], [-0.02346, 0.42406, -1.11491], [0.21542, -0.95636, -1.34920], [-0.97355, 2.11186, 0.52157], [-0.24488, 2.32096, 1.73571], [0.18788, -0.13886, 1.57957], [-0.98310, -1.19741, 0.99869], [-2.03306, 0.29240, -0.21297], [0.93725, 0.82655, -0.79115], [-0.36353, 0.87501, -2.03220], [-0.47678, -1.26453, -1.94986], [-2.01663, 2.43712, 0.64768], [-0.47770, 2.67544, -0.25887], [-0.83606, 2.26607, 2.57066], [0.19714, 3.24843, 1.73218], [1.53863, -3.05036, -1.00244], [2.57503, -3.72938, -0.18162], [2.31443, -3.61714, -1.10417]]}

(x)
{"formula": "C3H12N2O2", "method": "ωB97M-V/def2-TZVPD", "spin_multiplicity": 2, "charge": 1, "lumo_ev": [-3.491, -7.046], "orbital_gap_ev": [10.139, 6.584], "s2": 0.76, "species": ["C", "C", "C", "N", "N", "H", "H", "H", "H", "H", "H", "H", "H", "H", "H", "O", "H", "H", "O"], "positions_angstrom": [[1.32472, 1.32485, 0.49164], [1.20313, -0.12279, 0.06732], [0.19883, -0.91505, 0.57552], [-0.01058, -2.29583, 0.40542], [2.10001, -0.76715, -0.87729], [1.57380, 1.23124, 1.55317], [0.40476, 1.70253, 0.35579], [2.21747, 1.84151, 0.10890], [-0.58530, -0.45478, 1.06750], [-0.93431, -2.69351, 0.25898], [0.77166, -2.80421, -0.03720], [1.76393, -0.94658, -1.75865], [2.97480, -0.33005, -0.85205], [-0.79887, -0.62400, 3.93785], [-0.03205, 0.55288, 3.07736], [0.02056, 0.07207, 3.97401], [-4.20716, 1.61677, -3.69744], [-4.09000, 2.15242, -5.17949], [-3.77615, 2.23725, -4.26632]]}

Which structure is the least stable? The one labeled (w).

(w)
{"formula": "C26H25ClN3O2", "method": "ωB97M-V/def2-TZVPD", "charge": 1, "lumo_ev": -4.001, "orbital_gap_ev": 6.622, "species": ["Cl", "C", "C", "C", "C", "C", "C", "C", "C", "C", "C", "C", "H", "H", "H", "H", "H", "H", "H", "H", "H", "H", "C", "N", "C", "H", "C", "C", "C", "C", "N", "O", "O", "C", "C", "N", "C", "C", "C", "C", "C", "C", "C", "H", "H", "H", "H", "H", "H", "H", "H", "H", "H", "H", "H", "H", "H"], "positions_angstrom": [[5.90852, 1.82158, -2.33087], [4.21454, 1.98230, -2.51973], [3.53696, 3.04442, -1.91186], [2.16055, 3.16949, -2.08237], [1.45972, 2.21970, -2.82155], [-0.04839, 2.17878, -2.70515], [-0.95948, 1.60178, -3.80859], [-2.36244, 1.88865, -3.23152], [-2.14895, 3.06978, -2.30490], [-0.83331, 3.34101, -2.16877], [2.15479, 1.24783, -3.55562], [3.53226, 1.08885, -3.37104], [4.09707, 3.76003, -1.31097], [1.66857, 4.03969, -1.66651], [-0.85981, 2.11760, -4.76705], [-0.77673, 0.54119, -3.98018], [-3.05727, 2.14503, -4.02110], [-2.72961, 1.02086, -2.68185], [-2.96540, 3.57482, -1.79711], [-0.32558, 4.10953, -1.61593], [1.62478, 0.63022, -4.27955], [4.07375, 0.29185, -3.87838], [-1.19230, 0.81917, 2.83260], [-1.53605, -0.55160, 2.46538], [-0.68987, -1.55032, 2.02144], [-0.12341, 1.42254, -1.95866], [0.79955, -1.59541, 2.17768], [1.41071, -2.40869, 3.16346], [2.78591, -2.45286, 3.29255], [3.61146, -1.68523, 2.42855], [5.02925, -1.67369, 2.51140], [5.64913, -0.95598, 1.68717], [5.61348, -2.35644, 3.37926], [3.02153, -0.87774, 1.43653], [1.63584, -0.83780, 1.32581], [-1.42609, -2.30163, 1.13041], [-0.94356, -3.01495, -0.04916], [-2.80096, -1.93554, 1.21314], [-2.87181, -0.84143, 2.06425], [-4.10864, -0.33619, 2.48995], [-5.14904, -1.27776, 2.45232], [-5.07660, -2.39098, 1.58910], [-3.96152, -2.57380, 0.75478], [-2.02369, 1.25180, 3.41125], [-0.25423, 0.86093, 3.40269], [-1.11067, 1.42730, 1.90839], [0.77377, -2.99367, 3.81800], [3.30613, -3.05412, 4.03145], [3.66479, -0.29366, 0.76988], [1.16706, -0.21395, 0.56640], [-1.74163, -3.69093, -0.39203], [-0.77512, -2.28994, -0.87166], [-0.02350, -3.57820, 0.16339], [-4.21374, 0.66007, 2.92797], [-5.99190, -1.19592, 3.14328], [-5.86555, -3.14678, 1.62765], [-3.95325, -3.25159, -0.10401]]}

(x)
{"formula": "C26H25ClN3O2", "method": "ωB97M-V/def2-TZVPD", "charge": 1, "lumo_ev": -3.968, "orbital_gap_ev": 7.391, "species": ["Cl", "C", "C", "C", "C", "C", "C", "C", "C", "C", "C", "C", "H", "H", "H", "H", "H", "H", "H", "H", "H", "H", "C", "N", "C", "H", "C", "C", "C", "C", "N", "O", "O", "C", "C", "N", "C", "C", "C", "C", "C", "C", "C", "H", "H", "H", "H", "H", "H", "H", "H", "H", "H", "H", "H", "H", "H"], "positions_angstrom": [[-2.71128, -3.78590, 1.39984], [-1.49323, -2.61611, 1.69047], [-0.59270, -2.80694, 2.74608], [0.34360, -1.81389, 3.03893], [0.33244, -0.62490, 2.29999], [1.15869, 0.55650, 2.75861], [1.64439, 1.56818, 1.70148], [2.99748, 2.09540, 2.23902], [3.29376, 1.23269, 3.44864], [2.31939, 0.33592, 3.69443], [-0.49818, -0.47679, 1.18257], [-1.43388, -1.46782, 0.89056], [-0.60827, -3.73011, 3.31398], [1.08889, -1.97090, 3.81909], [1.73093, 0.99586, 0.77511], [0.91974, 2.38385, 1.55199], [3.74809, 1.95229, 1.44947], [2.94560, 3.17291, 2.47282], [4.22184, 1.34353, 4.00858], [2.26333, -0.43646, 4.45979], [-0.39640, 0.39341, 0.53237], [-2.09359, -1.36456, 0.03860], [0.54900, 1.49633, 6.71865], [0.30759, 2.53932, 5.73574], [-0.61707, 2.46640, 4.74135], [0.46472, 1.11738, 3.33382], [-1.82874, 1.66901, 4.82075], [-2.78047, 2.32676, 5.64635], [-4.00845, 1.75073, 5.86312], [-4.31364, 0.51502, 5.25998], [-5.58413, -0.05073, 5.49876], [-5.84963, -1.14780, 4.95609], [-6.37244, 0.58311, 6.24309], [-3.37570, -0.13704, 4.44187], [-2.12847, 0.42093, 4.21988], [-0.51191, 3.60856, 4.00296], [-1.33040, 3.91501, 2.84119], [0.21176, 4.55987, 4.75403], [0.73589, 3.87847, 5.85439], [1.12760, 4.53649, 7.01122], [1.03486, 5.93692, 6.99077], [0.51503, 6.62215, 5.88286], [0.05912, 5.93842, 4.74485], [1.06512, 1.94691, 7.57396], [-0.40818, 1.05905, 7.02890], [1.18164, 0.69032, 6.31396], [-2.48085, 3.29243, 6.09197], [-4.71261, 2.27165, 6.49797], [-3.64502, -1.08532, 3.99038], [-1.39767, -0.09793, 3.59337], [-1.26448, 4.99174, 2.64233], [-0.98744, 3.37556, 1.94317], [-2.36815, 3.61752, 3.03761], [1.48704, 3.94881, 7.86066], [1.38157, 6.49425, 7.85470], [0.46447, 7.70614, 5.89321], [-0.39011, 6.41462, 3.86946]]}

Which structure is the least stable? The one labeled (w).

(w)
{"formula": "C3H7NO4", "method": "ωB97M-V/def2-TZVPD", "spin_multiplicity": 2, "charge": 1, "lumo_ev": [-4.215, -9.436], "orbital_gap_ev": [11.415, 6.015], "s2": 0.76, "species": ["O", "C", "C", "N", "C", "O", "O", "H", "H", "H", "H", "H", "H", "H", "O"], "positions_angstrom": [[-2.06724, 1.33155, 0.72071], [-1.84840, 0.36981, 1.34953], [-0.74170, -0.72189, 1.04272], [0.31026, -0.17889, 0.27977], [0.74473, -0.81012, -0.90028], [0.06469, -1.94725, -1.14425], [1.62682, -0.41253, -1.60184], [-2.42819, 0.05967, 2.23353], [-0.34036, -1.04310, 2.01391], [-1.25461, -1.54031, 0.54293], [0.52857, 0.84465, 0.30859], [0.67581, -2.56106, -1.57849], [1.88510, 1.50807, -1.35548], [1.32951, 2.95673, -1.19665], [1.51504, 2.14467, -0.71470]]}

(x)
{"formula": "C3H7NO4", "method": "ωB97M-V/def2-TZVPD", "spin_multiplicity": 2, "charge": 1, "lumo_ev": [-7.238, -8.063], "orbital_gap_ev": [7.937, 7.101], "s2": 1.80, "species": ["O", "C", "C", "N", "C", "O", "O", "H", "H", "H", "H", "H", "H", "H", "O"], "positions_angstrom": [[0.44801, 1.85477, -1.64214], [0.99642, 0.67106, -2.14766], [1.21088, -0.56107, -1.56460], [0.20651, -0.90949, -0.55676], [-0.05134, -0.85816, 1.04708], [0.49600, -1.84255, 1.69924], [-1.49685, -0.74531, 1.17039], [1.47827, 0.89151, -3.19316], [-0.17527, 0.76482, -1.74809], [2.00476, -1.19479, -1.44866], [-0.65505, -1.18340, -0.99537], [0.28074, 0.17916, 1.33921], [-1.65872, 1.72933, 3.40301], [-1.75927, -0.02318, 1.93792], [-1.32508, 1.22731, 2.69958]]}

Which structure is the least stable? The one labeled (x).

(w)
{"formula": "CH2ClNOS2", "method": "ωB97M-V/def2-TZVPD", "lumo_ev": [-2.403, -2.810], "orbital_gap_ev": [7.502, 6.458], "species": ["C", "N", "O", "S", "S", "Cl", "H", "H"], "positions_angstrom": [[-1.56069, -0.59383, 0.20572], [-0.72599, 0.06086, -0.57512], [-2.33632, -0.16346, 1.06078], [2.23024, 0.99190, 0.20794], [1.48803, -0.77185, 0.56120], [-0.68646, 1.75692, -0.55823], [-1.36532, -1.80497, 0.06512], [2.95651, 0.52443, -0.96741]]}

(x)
{"formula": "CH2ClNOS2", "method": "ωB97M-V/def2-TZVPD", "lumo_ev": -0.261, "orbital_gap_ev": 8.553, "species": ["C", "N", "O", "S", "S", "Cl", "H", "H"], "positions_angstrom": [[2.23802, 0.63299, 0.11013], [0.72029, -0.66089, 0.03600], [3.21744, 0.29015, 0.57690], [-2.43540, -0.18964, 0.21931], [-0.57520, 0.08650, -0.80048], [1.27266, -2.14473, -0.48374], [1.70782, 1.41774, -0.33361], [-2.80499, -1.43895, 0.04430]]}

Which structure is the least stable? The one labeled (w).